(1)
Formula: CH2O5P
Source: the Open Molecules 2025 dataset
Level of theory: ωB97M-V with the def2-TZVPD basis set

## Properties
Lowest unoccupied orbital energy, eV: 4.03
HOMO energy, eV: -4.81
Total energy, eV: -20599.791
Total charge: -1
Relative energy (zero: lowest compared OMol25 entry of this formula, charge and spin), kcal per mole: 28.74
F_max, eV/Å: 2.21
Structure (SMILES): O=C([O-])OP(O)O

Each line ends with the Mulliken charge.
Positions of all 9 atoms, in Å:
O -1.147 0.104 2.358  -0.662
C -1.186 -1.055 1.990  0.726
O -1.914 -1.998 2.133  -0.594
O 0.053 -1.459 1.019  -0.230
P 1.128 -0.467 0.350  0.062
O 1.072 -0.734 -1.287  -0.412
O 0.247 0.961 0.216  -0.495
H 0.455 -0.167 -1.692  0.293
H 0.166 1.239 1.113  0.314

---

(2)
Formula: CH2OS
Source: the Open Molecules 2025 dataset
Level of theory: ωB97M-V with the def2-TZVPD basis set

## Properties
Lowest unoccupied orbital energy, eV: 0.30
HOMO energy, eV: -10.29
Total energy, eV: -13950.862
Relative energy (zero: lowest compared OMol25 entry of this formula, charge and spin), kcal per mole: 18.66
F_max, eV/Å: 7.12
Structure (SMILES): O=CS

Each line ends with the Mulliken charge.
Positions of all 5 atoms, in Å:
O -1.506 -0.290 -0.149  -0.503
C -0.391 0.333 -0.001  0.217
S 1.187 -0.053 -0.137  -0.178
H -0.333 1.380 0.017  0.290
H 1.044 -1.370 0.271  0.174

---

It is found that the gap between HOMO and LUMO values, taken in the order of the records, are 8.842; 10.584 eV.